{"formula": "C28H28BF3FeO6", "method": "wB97M-V/def2-TZVPD", "elements": ["C", "C", "C", "C", "C", "B", "C", "C", "C", "C", "C", "F", "F", "F", "C", "C", "O", "C", "C", "C", "C", "C", "C", "O", "O", "H", "H", "H", "H", "H", "H", "H", "H", "H", "H", "H", "H", "H", "H", "H", "H", "H", "H", "H", "H", "H", "O", "C", "Fe", "C", "O", "C", "O", "C", "C", "C", "C", "C", "C", "C", "H", "H", "H", "H", "H", "H", "H"], "xyz": [[-1.544741, 5.573997, -0.868498], [-0.908559, 4.680909, 0.075609], [-0.949582, 4.640619, 1.449559], [-0.086258, 3.602166, 1.854185], [0.446202, 3.064018, 0.693176], [-0.651489, -0.407906, 0.084206], [1.529384, 2.163065, 0.636004], [2.037773, 1.503141, 1.789279], [3.406566, 1.393113, 1.964954], [4.245819, 1.876485, 0.968158], [5.697430, 2.101697, 1.269410], [6.489940, 1.787250, 0.203740], [5.943902, 3.418186, 1.573963], [6.124755, 1.363785, 2.332870], [3.752679, 2.180567, -0.301626], [2.389873, 2.317895, -0.471972], [-0.502989, -1.156337, 1.206313], [-1.875761, -1.271445, 1.696483], [-2.334484, -2.657691, 1.230258], [-1.826618, -1.177818, 3.216081], [-2.666009, -0.066779, 0.975081], [-3.899814, -0.452369, 0.167154], [-3.020512, 1.114461, 1.855474], [-1.728478, 0.448427, 0.017765], [-0.035245, 3.727788, -0.417279], [-2.031633, 6.379999, -0.303938], [-0.833470, 6.018521, -1.579363], [-2.336990, 5.087548, -1.455809], [-1.495039, 5.305486, 2.109454], [0.190628, 3.279588, 2.859394], [1.356425, 1.166242, 2.567730], [3.819115, 0.935746, 2.858526], [4.434575, 2.386189, -1.126533], [2.000683, 2.670500, -1.425807], [-3.419167, -2.793087, 1.339690], [-2.013553, -2.851404, 0.193067], [-1.831381, -3.394210, 1.865571], [-2.829289, -1.238668, 3.665895], [-1.262190, -2.034994, 3.593254], [-1.310296, -0.272783, 3.567768], [-3.668986, -1.171409, -0.628549], [-4.670591, -0.868345, 0.824659], [-4.316234, 0.442097, -0.317484], [-3.870286, 0.875313, 2.504402], [-2.163095, 1.421434, 2.459074], [-3.290227, 1.973023, 1.229592], [0.386517, -6.713309, -4.827035], [0.470976, -5.837234, -4.062724], [0.433910, -4.825562, -2.657969], [-1.312929, -4.990022, -2.518942], [-2.391392, -5.411984, -2.374506], [0.681671, -6.255249, -1.617925], [0.709802, -7.280016, -1.085275], [0.338745, -0.073907, -1.103242], [1.564277, -0.867043, -0.865078], [2.185719, -1.843358, -1.596288], [1.776332, -2.651584, -2.694291], [0.431486, -2.793668, -3.129320], [-0.645092, -2.028195, -2.534449], [-0.644938, -0.745497, -2.028566], [0.456148, 0.992470, -1.299404], [2.083237, -0.581429, 0.048389], [3.223957, -2.043966, -1.276325], [2.574044, -3.180611, -3.248088], [0.254156, -3.316882, -4.108539], [-1.615160, -2.539068, -2.637286], [-1.454252, -0.097864, -2.384053]], "forces_ev_per_angstrom": [[-0.68, 0.87, -0.39], [0.90, -0.64, -0.71], [0.66, -0.84, 1.34], [-1.14, 0.92, 0.33], [-0.21, -0.37, -0.43], [-0.13, 2.48, 1.11], [0.82, 0.37, -0.26], [-0.13, 0.35, 0.27], [-0.64, -0.30, -0.02], [0.14, -0.08, -0.24], [2.20, 0.22, 0.35], [-0.85, 0.25, 0.90], [-0.58, -1.41, -0.39], [-0.55, 0.62, -1.00], [0.01, 0.14, -0.19], [0.46, 0.14, -0.32], [-0.16, 0.22, -1.20], [-0.85, 0.00, 0.22], [-0.03, 0.00, 0.35], [0.01, -0.15, 0.12], [-0.62, 0.33, 0.20], [-0.21, -0.26, 0.07], [-0.02, 0.04, 0.48], [0.59, -1.22, 0.05], [-0.32, -0.03, 1.22], [0.16, -0.16, -0.21], [-0.08, -0.23, 0.21], [0.25, -0.12, 0.10], [0.00, -0.09, -0.29], [-0.25, 0.26, -0.39], [0.13, 0.16, -0.06], [-0.06, 0.23, -0.04], [-0.14, 0.02, 0.28], [0.09, 0.08, 0.25], [0.36, 0.00, -0.12], [-0.33, 0.13, 0.26], [-0.12, 0.01, -0.19], [0.29, 0.15, -0.22], [-0.03, 0.09, -0.04], [-0.31, -0.22, -0.18], [-0.04, 0.03, 0.26], [0.06, 0.00, -0.21], [0.17, -0.20, 0.22], [0.24, 0.14, 0.01], [-0.12, -0.04, 0.11], [-0.07, -0.28, 0.00], [0.23, 2.74, 2.07], [0.17, -4.53, -4.51], [0.90, 2.82, 1.05], [-4.21, -2.07, 1.25], [2.93, 1.63, -0.64], [0.24, -3.57, 2.33], [0.04, 2.64, -1.27], [-0.01, -2.79, -1.94], [0.85, 0.33, -0.12], [0.81, -0.45, 0.39], [-0.03, -0.08, -0.38], [-0.01, 1.13, 0.67], [-0.28, -1.51, -1.07], [0.98, 1.11, -0.45], [-0.20, -0.27, 0.24], [0.19, 0.07, -0.22], [-0.64, -0.02, -0.02], [-0.49, 0.33, 0.30], [-0.24, 0.44, 0.82], [0.10, 0.90, -0.70], [-0.18, -0.47, 0.63]], "mulliken_charge": [-1.22, 0.60, -0.91, -0.45, 0.25, -0.04, 1.07, -0.52, -0.86, 0.14, 0.76, -0.25, -0.24, -0.25, -1.10, -0.03, -0.51, 1.37, -1.46, -1.75, 1.80, -1.75, -1.87, -0.10, -0.38, 0.38, 0.34, 0.32, 0.53, 0.65, 0.56, 0.56, 0.53, 0.62, 0.36, 0.01, 0.45, 0.35, 0.47, 0.28, 0.30, 0.43, 0.39, 0.44, 0.24, 0.44, -0.29, 0.28, -0.11, 0.35, -0.31, 0.44, -0.25, 1.72, -0.86, -0.56, -0.83, 0.33, -1.51, -0.68, 0.29, 0.36, 0.45, 0.54, 0.47, 0.67, 0.55], "total_charge": 2, "lumo_ev": [-7.0, -9.1], "gap_ev": [6.410, 5.576], "multiplicity": 5, "de_lowest_kcal_mol": 0.0}